# C3H3HgO2

A molecular structure, C3H3HgO2 in a non-equilibrium geometry (the ωB97M-V functional and the def2-TZVPD basis, OMol25).

Last column: natural (NBO) charge in e.
Cartesian coordinates (Å):
1 H 0.596 -2.359 1.445  -0.438
2 O -1.520 0.090 0.492  -0.620
3 O 0.832 0.867 -1.986  -0.638
4 C -0.388 0.843 0.069  -0.143
5 C -0.195 0.013 1.299  -0.572
6 C 0.258 0.175 -1.143  0.151
7 H -0.524 1.935 0.110  0.154
8 H -0.346 0.584 2.225  0.159
9 Hg -0.177 -1.648 -0.005  0.947

Cartesian forces (eV/Å) of the 3 atoms listed first:
-0.82 -1.16 -1.01
-0.78 1.49 0.73
-0.52 -1.44 0.78

Results
* HOMO level: -2.518 eV
* M: 271.64 g mol⁻¹
* relative energy (zero: lowest compared OMol25 entry of this formula, charge and spin): 4.132 eV
* net charge: -1
* gap between HOMO and LUMO: 6.473 eV

# C7H10

C7H10 in the gas phase in a non-equilibrium geometry (the ωB97M-V functional and the def2-TZVPD basis, OMol25).

Last column: natural (NBO) charge in e.
Cartesian coordinates (Å):
1 C -0.268 1.398 0.863  0.200
2 C -0.709 2.484 1.541  -0.540
3 C 0.263 0.344 0.216  -0.157
4 C -1.756 -1.054 0.137  -0.386
5 C -0.492 -0.756 -0.265  -0.007
6 C 1.789 0.381 -0.109  -0.622
7 C 0.066 -1.793 -1.214  -0.626
8 H -1.544 3.125 1.171  0.224
9 H 0.047 2.910 2.168  0.232
10 H -2.341 -0.519 0.883  0.197
11 H -2.175 -1.768 -0.418  0.177
12 H 2.228 0.937 0.686  0.221
13 H 2.296 -0.586 -0.394  0.229
14 H 1.851 1.017 -0.939  0.217
15 H 0.582 -2.510 -0.615  0.217
16 H -0.628 -2.271 -1.844  0.221
17 H 0.792 -1.338 -1.866  0.203

Cartesian forces (eV/Å) of the 3 atoms listed first:
-0.32 0.59 0.30
0.46 -1.50 -2.53
1.39 1.63 0.89

Results
* HOMO level: -7.584 eV
* M: 94.16 g mol⁻¹
* SMILES string: C=C=C(C)C(=C)C
* relative energy (zero: lowest compared OMol25 entry of this formula, charge and spin): 4.022 eV
* net charge: 0
* gap between HOMO and LUMO: 7.847 eV